Molecular formula: C9H12N4
Method: DFT, ωB97M-V with the def2-TZVPD basis set

Properties
energy relative to the best compared isomer or geometry (same formula, charge and spin): 9.57 kcal per mole
HOMO: -0.32932 Eh
energy: -15487.476 eV
structure (SMILES): c1cn(CCCn2ccnc2)cn1

Structure (XYZ):
```
25
Properties=species:S:1:pos:R:3:forces:R:3
C 0.04566 1.83097 0.11267 -1.0 0.2 -0.4
C -0.63494 0.86292 1.07095 -1.0 -1.2 0.8
C -1.73928 -1.39955 0.53792 1.8 -2.0 0.7
C -2.81949 -1.74929 -0.19687 -1.8 0.8 -1.1
C -2.73501 0.37122 -0.19906 -0.3 1.9 -0.6
C 0.76694 1.15615 -1.03526 0.1 -0.5 -0.6
C 2.85394 0.13964 0.08623 -0.5 2.1 -1.0
C 3.21225 -1.10973 0.33359 -0.1 -3.0 0.7
C 1.27629 -1.19703 -0.59874 0.2 -2.3 0.0
H -0.67358 2.57177 -0.33104 0.7 -0.5 0.6
H 0.75659 2.31369 0.76551 0.3 0.7 0.0
H -1.17069 1.39226 1.89246 0.8 -0.1 -0.4
H 0.11084 0.16470 1.49305 -0.2 0.6 0.1
H -0.91751 -2.00713 1.02317 -1.4 0.8 -0.6
H -3.30009 -2.68848 -0.46111 0.6 0.1 0.4
H -3.00530 1.41876 -0.38705 0.6 -0.4 0.3
H 0.04730 0.66799 -1.72281 0.3 0.5 0.3
H 1.40692 1.82155 -1.62227 -0.4 0.3 0.1
H 3.39213 1.06173 0.22533 -0.1 0.1 0.0
H 4.10197 -1.51260 0.84482 -0.6 0.5 -0.5
H 0.32728 -1.58264 -0.99102 0.5 0.5 0.0
N -1.65759 -0.04970 0.50829 0.1 1.9 -0.4
N -3.46725 -0.56746 -0.68302 0.6 -2.3 0.7
N 1.62744 0.08642 -0.58811 0.6 0.3 0.8
N 2.19518 -1.99616 -0.07760 0.2 1.1 0.1
```
Positions in Å, forces in eV/Å.

---

Molecular formula: C53H61BF4Ge4NRh
Method: DFT, ωB97M-V with the def2-TZVPD basis set

Properties
multiplicity: 5
HOMO (spin up / spin down): -0.27083 / -0.31900 Eh
energy: -298060.565 eV
⟨S²⟩: 6.024

Structure (XYZ):
```
125
Properties=species:S:1:pos:R:3:forces:R:3
Rh -0.79971 -0.36536 -0.57647 -0.2 0.3 0.5
C -1.47946 -2.63197 2.12089 0.0 0.1 0.0
C -0.97090 -3.64242 1.09841 0.2 0.2 0.0
Ge -0.44910 -2.87457 -0.65257 -0.2 -0.3 -0.6
C 1.36515 -2.89102 -1.47936 0.0 0.1 0.4
C 1.55820 -1.74329 -2.45939 0.0 0.2 0.0
C -1.47528 -3.88483 -1.96321 0.1 0.0 0.1
C -2.27765 -3.18614 -2.76356 0.0 0.1 0.0
Ge -2.42003 -1.29575 -2.22208 -0.3 -0.4 -0.1
C -4.02683 -1.20708 -1.04033 0.0 0.1 0.0
C -5.29775 -0.58549 -1.61185 0.0 0.0 0.0
C -2.56286 -0.37305 -3.97363 0.1 0.0 0.0
C -1.35435 -0.66948 -4.85901 0.0 -0.1 0.0
C -3.01037 -3.78532 -3.89966 0.0 0.0 0.0
C -4.33766 -3.45551 -4.16108 0.0 0.0 0.0
C -5.02020 -4.02920 -5.22086 0.0 0.0 0.0
C -4.37887 -4.93550 -6.05211 0.0 0.0 0.0
C -3.05374 -5.26580 -5.81142 0.0 0.0 0.0
C -2.37642 -4.69565 -4.74566 0.0 0.0 0.0
H -1.62248 -3.09768 3.09571 0.0 0.0 0.0
H -2.43810 -2.21377 1.80874 0.0 0.1 0.0
H -0.78436 -1.80241 2.25820 0.0 0.0 0.0
H -1.75620 -4.35090 0.83348 0.0 -0.1 0.0
H -0.12940 -4.20722 1.49915 0.0 -0.1 0.0
H 1.39193 -3.84635 -2.00497 0.1 -0.1 0.0
H 2.16226 -2.89237 -0.74204 0.0 0.0 0.0
H 0.95434 -1.87658 -3.35643 -0.1 0.0 0.0
H 2.60384 -1.65764 -2.75740 0.0 0.0 -0.1
H 1.28306 -0.76796 -2.02331 0.1 -0.1 0.0
H -1.37609 -4.96614 -2.06590 0.0 -0.1 0.0
H -3.73447 -0.66252 -0.13715 0.0 0.0 0.0
H -4.20222 -2.24123 -0.73658 0.0 0.0 0.0
H -5.11298 0.39317 -2.05721 0.0 0.1 0.0
H -6.05335 -0.44924 -0.83772 0.0 0.0 0.0
H -5.74586 -1.20755 -2.38550 0.0 0.0 -0.1
H -2.72449 0.70187 -3.90367 0.0 0.0 -0.1
H -3.45821 -0.79481 -4.43577 -0.1 0.0 0.0
H -0.43330 -0.26578 -4.43806 0.0 0.0 0.0
H -1.47787 -0.24122 -5.85421 0.0 0.0 0.0
H -1.21259 -1.74398 -4.98154 0.0 0.0 0.0
H -4.84693 -2.75522 -3.51237 0.0 0.0 0.0
H -6.05448 -3.76778 -5.39911 0.0 0.0 0.0
H -4.90776 -5.37889 -6.88476 0.0 0.0 0.0
H -2.54380 -5.96527 -6.45934 0.0 0.0 0.0
H -1.33865 -4.94356 -4.56744 0.1 0.0 0.0
C 0.21478 3.41272 0.03114 0.2 0.0 0.3
Ge 0.54233 5.25670 0.55356 0.0 0.0 -0.1
C 0.34500 5.74229 2.42817 0.0 0.0 0.0
C 0.96227 4.99175 3.42782 -0.1 0.0 0.0
C 0.85430 5.36983 4.75692 0.0 0.0 0.0
C 0.13403 6.50351 5.10318 0.0 0.0 0.1
C -0.47922 7.26104 4.11802 0.0 0.0 0.0
C -0.37285 6.88127 2.78719 0.0 0.0 0.0
C 2.40566 5.49716 0.02992 0.0 0.0 0.0
C 3.26926 6.24736 0.82363 0.0 0.0 0.0
C 4.59061 6.44493 0.44715 0.0 0.0 0.1
C 5.06657 5.89325 -0.73062 0.1 0.0 0.0
C 4.21964 5.14419 -1.53321 0.0 0.0 0.0
C 2.90077 4.94973 -1.15266 0.0 0.0 0.0
C -0.61560 6.36299 -0.58101 0.1 0.0 0.0
C -1.99134 6.46268 -0.37654 0.0 0.0 0.0
C -2.79552 7.17791 -1.25099 0.0 0.0 0.0
C -2.23570 7.80950 -2.34999 0.0 0.0 0.0
C -0.86998 7.72639 -2.56640 0.0 0.0 0.0
C -0.06965 7.00707 -1.69032 0.0 0.0 0.0
H 1.06833 2.89203 -0.37680 0.1 -0.1 0.0
H 1.50982 4.09580 3.17298 0.1 -0.1 0.0
H 1.32794 4.77161 5.52450 0.0 0.0 0.0
H 0.04987 6.79584 6.14208 0.0 0.0 0.0
H -1.03880 8.14899 4.38400 0.0 0.0 0.0
H -0.84945 7.48424 2.02423 0.0 0.0 0.0
H 2.91092 6.67633 1.75236 0.0 0.0 0.0
H 5.24987 7.02582 1.07850 0.0 0.0 0.0
H 6.09666 6.04658 -1.02439 0.0 0.0 0.0
H 4.58706 4.71072 -2.45295 0.0 0.0 -0.1
H 2.24992 4.36594 -1.79309 0.0 0.0 0.0
H -2.45201 5.98771 0.47843 0.0 -0.1 0.1
H -3.86057 7.24056 -1.07333 0.0 0.0 0.0
H -2.86177 8.36783 -3.03288 0.0 0.0 0.0
H -0.42439 8.22484 -3.41684 0.0 0.0 0.0
H 0.99640 6.95735 -1.87167 0.1 0.0 0.0
C -0.21726 1.97991 -2.44956 0.0 0.0 0.0
C -1.17155 1.91166 -1.29428 0.0 0.3 -0.2
C -2.53881 1.62193 -1.31684 0.1 -0.2 0.0
C -3.13815 2.19284 -0.18266 0.2 0.2 0.1
C -2.16465 2.88619 0.50058 0.0 -0.3 0.1
C -2.27556 3.48740 1.85183 0.0 0.1 0.0
N -0.97065 2.74208 -0.17671 -0.3 0.0 -0.2
H -0.60410 1.38337 -3.27289 0.0 0.1 0.0
H 0.78220 1.61157 -2.20338 0.0 0.0 0.0
H -0.10863 3.01326 -2.79219 0.0 0.0 0.0
H -3.05044 1.13842 -2.12838 0.0 0.2 0.1
H -4.16540 2.10221 0.12105 -0.1 0.0 0.0
H -3.32292 3.69844 2.06652 0.0 0.0 0.0
H -1.70593 4.40262 1.97783 0.0 0.1 0.0
H -1.89337 2.78634 2.59280 0.0 -0.1 0.1
F 0.06282 0.43684 1.35058 -0.1 -0.1 -0.4
B 0.73467 0.98376 2.54579 0.1 -0.1 0.1
F 1.39151 -0.06321 3.15667 0.2 -0.5 0.1
F -0.24243 1.49480 3.36187 -0.4 0.2 0.2
F 1.62620 1.94056 2.12472 0.3 0.4 -0.3
Ge 2.32832 -2.71720 1.94919 0.0 -0.3 0.0
C 2.27062 -3.33971 3.81021 0.0 0.1 0.0
C 2.80549 -4.60234 4.06151 0.0 -0.1 -0.1
C 2.75823 -5.16116 5.32934 0.0 0.0 0.0
C 2.14816 -4.47363 6.36467 0.0 0.0 0.1
C 1.59336 -3.22656 6.12647 0.0 0.0 0.0
C 1.65673 -2.66126 4.86129 0.0 0.1 0.0
C 3.89273 -1.76678 1.23786 0.0 0.0 0.1
C 5.13439 -2.39915 1.25438 0.0 0.0 0.1
C 6.23703 -1.81628 0.64797 0.0 0.0 0.0
C 6.10840 -0.59836 -0.00124 0.0 0.0 0.0
C 4.87651 0.03603 -0.03508 0.0 0.1 0.0
C 3.77853 -0.54572 0.58066 -0.1 0.0 0.1
H 2.42296 -4.09623 1.19754 -0.1 0.1 0.0
H 3.26100 -5.16398 3.25571 0.0 0.0 0.0
H 3.18987 -6.13666 5.50522 0.0 -0.1 0.0
H 2.10107 -4.91043 7.35342 0.0 0.0 0.0
H 1.11067 -2.68697 6.93085 0.0 0.0 0.0
H 1.23546 -1.68292 4.69870 -0.1 0.1 -0.1
H 5.24946 -3.35537 1.75113 0.0 0.0 0.0
H 7.19720 -2.31429 0.68082 0.0 0.0 0.0
H 6.96782 -0.14407 -0.47625 0.0 0.0 0.0
H 4.77266 0.99340 -0.53102 0.0 0.0 0.0
H 2.83087 -0.02670 0.56836 -0.1 0.1 0.0
```
Positions in Å, forces in eV/Å.

---

Molecular formula: C4H5FN2S
Method: DFT, ωB97M-V with the def2-TZVPD basis set

Properties
energy relative to the best compared isomer or geometry (same formula, charge and spin): 5.31 kcal per mole
HOMO: -0.31913 Eh
energy: -20761.760 eV
structure (SMILES): Fc1c[nH]c(CS)n1

Structure (XYZ):
```
13
Properties=species:S:1:pos:R:3:forces:R:3
C -0.29771 0.48771 1.53692 0.6 0.1 -1.4
C -0.22566 0.32550 0.02581 1.2 -0.7 2.0
C -0.51524 0.40272 -2.02172 0.0 0.3 -0.6
C 0.16080 -0.74910 -1.83087 0.5 -0.5 -1.3
H 0.87148 -0.29866 3.38073 0.5 0.3 -0.2
H -0.75490 1.44128 1.70839 -0.3 0.4 0.3
H -0.88896 -0.32287 1.93321 -0.3 -0.1 0.2
H 0.47633 -1.53005 -2.50644 0.0 0.3 0.0
H 1.03103 -1.34636 0.04612 -0.6 0.2 -0.6
N -0.74737 1.08965 -0.87794 -0.7 0.1 -0.8
N 0.39696 -0.76229 -0.50653 0.1 -0.3 2.2
F -0.86832 0.86285 -3.21469 -0.4 0.3 -0.1
S 1.36157 0.39961 2.32704 -0.7 -0.4 0.3
```
Positions in Å, forces in eV/Å.

---

- Which of these has the highest energy?
  C9H12N4

---

- Which value of energy does entry 1 give?
  -15487.476 eV